i:
Here is one molecule with the formula C9H7N2P from OMol25. Energies are from the ωB97M-V functional and the def2-TZVPD basis.

ORCA input file:
```
! wB97M-V def2-TZVPD RIJCOSX def2/J DEFGRID3
* xyz 0 1
C -3.16 1.05 -0.92
C 1.92 1.30 -0.01
C 1.37 0.15 0.47
C 1.12 2.04 -0.88
C -0.23 1.72 -1.01
C -2.12 0.51 -0.30
C 0.01 -0.33 0.25
C -0.40 -1.60 0.58
C 0.62 -2.57 1.24
N -4.12 1.41 -1.50
N -0.79 0.64 -0.38
P -1.96 -2.22 0.33
H 2.96 1.54 0.18
H 1.91 -0.62 1.11
H 1.39 3.04 -1.34
H -0.82 2.30 -1.66
H 1.02 -2.88 0.31
H 0.08 -3.46 1.61
H 1.20 -2.02 1.91
*
```

---

ii:
Here is one molecule with the formula C9H7N2P from OMol25. Energies are from the ωB97M-V functional and the def2-TZVPD basis.

ORCA input file:
```
! wB97M-V def2-TZVPD RIJCOSX def2/J DEFGRID3
* xyz 0 1
C 2.53 -0.35 -1.49
C 1.44 -0.67 -0.49
P 1.45 -2.14 0.48
C -0.14 -1.74 1.05
C -1.00 -2.32 1.96
N -1.65 -2.77 2.78
N -0.59 -0.46 0.59
C -1.73 0.09 0.94
C -2.05 1.33 0.49
C -1.19 1.92 -0.40
C 0.02 1.45 -0.77
C 0.34 0.15 -0.26
H 3.30 -1.05 -1.45
H 3.10 0.55 -1.19
H 2.23 -0.19 -2.49
H -2.14 -0.40 1.86
H -2.89 1.91 0.94
H -1.48 2.85 -0.98
H 0.47 1.84 -1.56
*
```

---

The structure with the greatest stability is ii.

---

i:
Here is one molecule with the formula CH3N3O2 from OMol25. Energies are from the ωB97M-V functional and the def2-TZVPD basis.

ORCA input file:
```
! wB97M-V def2-TZVPD RIJCOSX def2/J DEFGRID3
* xyz 0 3
C 0.00 1.06 0.09
N -1.26 1.22 0.20
N 0.74 -0.02 0.49
N -1.27 -0.91 -0.32
O -2.03 0.05 0.27
O 0.02 -1.19 0.62
H 0.73 1.82 -0.12
H 1.42 -0.24 -0.26
H -1.76 -1.81 -0.25
*
```

---

ii:
Here is one molecule with the formula CH3N3O2 from OMol25. Energies are from the ωB97M-V functional and the def2-TZVPD basis.

ORCA input file:
```
! wB97M-V def2-TZVPD RIJCOSX def2/J DEFGRID3
* xyz 0 3
C 0.72 -0.20 0.03
N -0.31 1.86 -0.07
N 0.49 -1.52 -0.06
N -0.55 0.65 0.04
O 1.79 0.43 0.07
O -1.70 0.01 0.06
H -1.09 2.60 0.08
H -0.58 -1.66 -0.22
H 1.24 -2.17 0.06
*
```

---

The structure with the greatest stability is ii.

---

i:
Here is a 2-piece molecular cluster, C2H4F2 overall from OMol25. Energies are from the ωB97M-V functional and the def2-TZVPD basis.

ORCA input file:
```
! wB97M-V def2-TZVPD RIJCOSX def2/J DEFGRID3
* xyz 0 1
C -0.27 -0.41 0.08
C -0.79 0.89 0.49
F -0.81 1.01 1.84
F -1.94 1.28 -0.03
H 0.60 -0.66 0.74
H -0.98 -1.15 0.58
H -0.30 -0.78 -0.98
H 0.81 1.99 0.08
*
```

---

ii:
Here is a 2-piece molecular cluster, C2H4F2 overall from OMol25. Energies are from the ωB97M-V functional and the def2-TZVPD basis.

ORCA input file:
```
! wB97M-V def2-TZVPD RIJCOSX def2/J DEFGRID3
* xyz 0 1
C 0.92 0.98 -0.30
C -0.96 -0.92 0.31
F 1.83 0.58 -1.26
F -1.57 -0.33 1.42
H 0.91 0.45 0.59
H 0.34 1.82 -0.53
H -1.40 -1.00 -0.67
H -0.07 -1.58 0.44
*
```

---

The structure with the greatest stability is i.

---

i:
Here is CH5NP2 as an isolated structure from OMol25. Energies are from the ωB97M-V functional and the def2-TZVPD basis.

ORCA input file:
```
! wB97M-V def2-TZVPD RIJCOSX def2/J DEFGRID3
* xyz 0 1
C 1.02 0.33 -0.52
N -1.86 -0.67 0.26
P -2.60 0.66 -0.04
P -0.53 -1.48 -0.34
H 1.87 0.05 0.00
H 0.52 1.21 -0.23
H 1.22 0.62 -1.49
H -3.56 0.26 0.90
H -0.15 -1.58 0.93
*
```

---

ii:
Here is one molecule with the formula CH5NP2 from OMol25. Energies are from the ωB97M-V functional and the def2-TZVPD basis.

ORCA input file:
```
! wB97M-V def2-TZVPD RIJCOSX def2/J DEFGRID3
* xyz 0 1
H -1.31 -2.50 -2.01
P -0.98 -2.04 -0.75
N -0.49 -0.67 -1.42
P -0.36 0.80 -0.60
C 0.58 0.71 1.40
H 0.53 1.41 -1.56
H 0.54 1.84 1.41
H 1.56 0.32 1.48
H -0.08 0.12 2.04
*
```

---

The structure with the greatest stability is ii.